[1]
Density functional theory data (ωB97M-V/def2-TZVPD) for a molecular structure, C31H15Br4Cl5IrO3SSi.

Last column: Mulliken charge in e.
CARTESIAN COORDINATES (ANGSTROEM)
Ir (-0.27652, -0.69064, -1.78729)  1.67
Cl (-3.37551, -1.26582, -2.07853)  -0.18
C (-2.49701, -1.63266, -3.53019)  1.14
C (-1.11481, -1.46767, -3.50495)  -1.83
C (-0.42850, -1.78558, -4.67948)  0.77
Cl (1.29016, -1.62466, -4.70663)  -0.16
C (-1.08406, -2.22181, -5.82877)  -0.11
Cl (-0.19685, -2.61450, -7.25833)  -0.23
C (-2.47027, -2.34325, -5.81743)  0.64
Cl (-3.30936, -2.85603, -7.24532)  -0.24
C (-3.18504, -2.05945, -4.65997)  -0.24
Cl (-4.90419, -2.23311, -4.62836)  -0.23
Br (3.24861, -6.62657, -0.05241)  -0.24
C (2.86921, -4.82927, -0.54697)  0.14
C (3.89174, -3.93344, -0.78806)  0.10
Br (5.70721, -4.49107, -0.67776)  -0.24
C (3.57629, -2.61280, -1.14664)  0.04
Br (4.92735, -1.32651, -1.49828)  -0.20
C (2.26028, -2.16336, -1.28663)  0.47
O (1.95218, -0.96248, -1.63765)  -1.11
C (1.19667, -3.10360, -1.05712)  0.31
O (-0.04074, -2.72425, -1.22166)  -0.81
C (1.53589, -4.39960, -0.67389)  -0.09
Br (0.07337, -5.56693, -0.35657)  -0.20
S (-1.10913, 1.95030, -3.63020)  -0.32
C (-0.57565, 1.01698, -2.50913)  0.23
O (-0.43219, -0.34209, 0.34380)  -0.60
Si (-0.30675, 0.89963, 1.31082)  -0.55
C (-1.69450, 0.83178, 2.60174)  0.05
C (-1.81735, 1.75930, 3.63985)  -0.02
C (-2.83992, 1.66342, 4.57538)  -0.66
C (-3.76258, 0.62697, 4.49124)  -0.39
C (-3.65909, -0.30420, 3.46563)  -0.48
C (-2.63504, -0.19759, 2.53030)  -0.53
C (1.31940, 0.94023, 2.28199)  0.38
C (1.99043, -0.25910, 2.53602)  -0.36
C (3.17321, -0.28526, 3.26296)  -0.65
C (3.71080, 0.89733, 3.75663)  -0.32
C (3.06522, 2.10218, 3.50936)  -0.70
C (1.88450, 2.11913, 2.77585)  0.14
C (-0.40512, 2.59608, 0.46582)  0.42
C (0.68402, 3.04489, -0.29071)  -0.07
C (0.63516, 4.24793, -0.98118)  -0.59
C (-0.52060, 5.01899, -0.95030)  -0.36
C (-1.61778, 4.58672, -0.21838)  -0.63
C (-1.55400, 3.38954, 0.48715)  -0.44
H (-1.10171, 2.57300, 3.71753)  0.32
H (-2.92108, 2.39462, 5.37232)  0.36
H (-4.55637, 0.54427, 5.22533)  0.34
H (-4.37710, -1.11344, 3.39570)  0.38
H (-2.55055, -0.91915, 1.72378)  0.36
H (1.57774, -1.18270, 2.14164)  0.36
H (3.68135, -1.22561, 3.44054)  0.40
H (4.63362, 0.88072, 4.32541)  0.35
H (3.48805, 3.02899, 3.88199)  0.36
H (1.39993, 3.06992, 2.57431)  0.31
H (1.58025, 2.43378, -0.34598)  0.37
H (1.48496, 4.56805, -1.57300)  0.35
H (-0.57041, 5.94777, -1.50760)  0.34
H (-2.52705, 5.17747, -0.20541)  0.36
H (-2.42076, 3.05419, 1.04775)  0.32

Calculated values
* energy above the lowest of the compared OMol25 structures with the same formula, charge and spin: 0.0 kJ/mol
* maximum force: 3.34 eV/A
* net charge: -2
* E_HOMO (spin up / spin down): -1.738 / -1.681 eV
* gap between HOMO and LUMO (spin up / spin down): 5.64 / 5.58 eV
* 2S+1: 2
* expectation value of S²: 0.758



[2]
Density functional theory data (ωB97M-V/def2-TZVPD) for a molecular structure, C31H19BrCl5F3N2O2V.

Last column: Mulliken charge in e.
CARTESIAN COORDINATES (ANGSTROEM)
V (0.46513, -0.04651, -2.04917)  0.24
Cl (-0.15651, 2.87940, -0.05587)  -0.09
C (-0.51423, 3.05878, -1.75349)  1.35
C (-0.23883, 2.00600, -2.62312)  -1.81
C (-0.49175, 2.30545, -3.95181)  1.53
Cl (-0.02611, 1.11094, -5.17687)  -0.23
C (-1.06180, 3.48261, -4.42242)  -0.63
Cl (-1.37831, 3.74870, -6.10611)  -0.23
C (-1.38709, 4.46962, -3.49658)  0.68
Cl (-2.13506, 5.94458, -4.02255)  -0.24
C (-1.09684, 4.25976, -2.15091)  -0.48
Cl (-1.48528, 5.50543, -1.00768)  -0.22
C (3.42211, 1.12518, 2.24619)  -0.92
C (4.05583, 0.77155, 0.90247)  -0.51
C (3.04312, 0.69728, -0.14655)  0.31
N (2.14438, 0.65430, -0.85396)  -0.14
H (4.18184, 1.09234, 3.02664)  0.35
H (2.63238, 0.42027, 2.50273)  0.16
H (2.98720, 2.12340, 2.21439)  0.37
H (4.55166, -0.20188, 0.93632)  0.23
H (4.80546, 1.50510, 0.59567)  0.36
Br (-3.13923, 0.16433, -2.18114)  -0.01
C (-2.28821, -1.17329, -3.17291)  0.20
C (-3.08343, -2.06236, -3.89883)  -0.75
C (-2.45847, -3.04432, -4.63906)  -0.16
C (-1.06852, -3.10233, -4.64955)  -1.07
C (-0.36906, -2.17389, -3.90820)  -0.19
N (-0.96851, -1.23912, -3.16573)  0.46
H (-4.15713, -1.95691, -3.86348)  0.40
H (-3.05171, -3.75258, -5.20404)  0.36
H (-0.52500, -3.83910, -5.22374)  0.43
H (0.70923, -2.13973, -3.91576)  0.44
C (-0.43721, -0.48539, -0.21011)  -0.01
C (-0.62491, -0.49917, 1.00245)  -0.02
C (-0.81566, -0.43302, 2.41841)  -0.96
C (0.31463, -0.78869, 3.22168)  0.77
C (0.54564, -0.33691, 4.54834)  -0.43
C (1.68911, -0.66201, 5.25257)  -0.64
C (2.69055, -1.45384, 4.69959)  -0.57
C (2.50245, -1.89597, 3.38748)  -0.17
C (1.36946, -1.57495, 2.67394)  -1.10
C (-2.07628, 0.02142, 2.91454)  0.64
C (-3.02416, 0.62074, 2.03561)  -0.41
C (-4.25537, 1.05613, 2.46594)  -0.47
C (-4.65710, 0.92324, 3.79736)  -0.49
C (-3.76573, 0.31192, 4.67039)  -0.66
C (-2.52394, -0.12852, 4.25349)  -0.38
H (-0.17299, 0.32693, 5.00925)  0.56
H (1.80862, -0.26681, 6.25790)  0.32
H (3.58277, -1.70777, 5.25990)  0.33
H (3.26259, -2.50582, 2.90707)  0.39
H (1.26334, -1.91130, 1.64931)  0.37
H (-2.73538, 0.73388, 0.99818)  0.14
H (-4.92258, 1.51937, 1.74545)  0.35
H (-5.62595, 1.27477, 4.13123)  0.35
H (-4.04710, 0.15944, 5.70962)  0.32
H (-1.89070, -0.63683, 4.96773)  0.56
F (2.60771, -3.62971, -2.67072)  -0.31
C (2.79500, -2.47449, -1.97673)  0.91
F (1.63149, -2.21767, -1.34858)  -0.16
F (3.70457, -2.73252, -1.03184)  -0.29
C (3.21595, -1.32141, -2.95406)  0.27
O (4.40477, -1.28144, -3.23125)  -0.72
O (2.26918, -0.59661, -3.33903)  -0.65

Calculated values
* energy above the lowest of the compared OMol25 structures with the same formula, charge and spin: 24.7 kJ/mol
* maximum force: 0.83 eV/A
* net charge: -2
* E_HOMO (spin up / spin down): 0.301 / 0.141 eV
* gap between HOMO and LUMO (spin up / spin down): 3.70 / 3.86 eV
* 2S+1: 4
* expectation value of S²: 3.766



[3]
Density functional theory data (ωB97M-V/def2-TZVPD) for a molecular structure, C31H19Cl5MoN4O7S.

Last column: Mulliken charge in e.
CARTESIAN COORDINATES (ANGSTROEM)
Mo (0.08465, 1.02646, 0.68599)  -2.50
O (-3.11300, 0.80046, -1.99237)  -0.83
C (-2.39591, 0.70832, -0.97974)  -0.63
N (-1.39820, 1.57990, -0.59984)  1.59
C (-1.42763, 2.88170, -1.01810)  0.81
C (-2.49114, 3.54255, -1.63608)  -1.16
C (-2.37654, 4.88791, -1.92808)  -0.65
C (-1.21751, 5.58224, -1.61720)  -0.62
C (-0.15465, 4.94541, -0.99986)  -0.80
C (-0.25442, 3.59363, -0.69065)  0.24
N (0.70276, 2.76913, -0.12573)  1.20
C (2.02207, 3.08858, -0.26740)  -0.29
O (2.50338, 4.17855, -0.59450)  -0.87
C (2.84580, 1.89559, -0.09110)  0.13
C (4.22075, 1.87468, -0.32837)  -0.71
C (4.91266, 0.69427, -0.20058)  -0.56
C (4.19055, -0.45389, 0.15546)  -1.07
C (2.83415, -0.36233, 0.34487)  -0.21
N (2.15302, 0.78094, 0.23590)  1.93
C (-2.54631, -0.30911, 0.02206)  0.84
C (-3.53916, -1.29515, -0.01604)  -0.62
C (-3.76224, -2.08413, 1.07774)  -0.56
C (-2.97488, -1.84591, 2.23156)  -0.90
C (-1.99667, -0.88606, 2.18842)  -0.21
N (-1.72646, -0.13863, 1.11349)  0.74
H (-3.38698, 2.99407, -1.88091)  0.42
H (-3.20543, 5.40740, -2.39026)  0.37
H (-1.13614, 6.63343, -1.86088)  0.36
H (0.74729, 5.48369, -0.76002)  0.48
H (4.70263, 2.79801, -0.60888)  0.52
H (5.97893, 0.64104, -0.37345)  0.41
H (4.68057, -1.40493, 0.28035)  0.49
H (2.24899, -1.23981, 0.59411)  0.57
H (-4.12564, -1.36565, -0.91905)  0.56
H (-4.53048, -2.84436, 1.08255)  0.43
H (-3.15366, -2.40246, 3.14002)  0.43
H (-1.40333, -0.68933, 3.07416)  0.44
Cl (2.75079, -2.41175, 6.07954)  -0.27
C (2.45236, -1.13903, 4.95554)  0.49
C (2.95108, 0.12978, 5.18266)  0.27
Cl (3.91824, 0.42794, 6.57714)  -0.26
C (2.66581, 1.17659, 4.30197)  0.17
Cl (3.33290, 2.73879, 4.58366)  -0.25
C (1.83401, 0.98767, 3.19574)  -0.06
O (1.46378, 1.89337, 2.36611)  -0.46
C (1.35258, -0.34067, 2.95089)  -0.35
O (0.59282, -0.49124, 1.91290)  -0.41
C (1.67372, -1.37443, 3.82282)  0.00
Cl (1.05388, -2.94778, 3.48957)  -0.26
C (-2.61503, -5.32758, -2.68379)  -1.52
C (-1.74138, -4.10899, -2.78213)  1.05
C (-0.37629, -4.19473, -2.53469)  -0.66
C (0.39619, -3.04704, -2.49615)  -1.11
C (-0.18530, -1.81374, -2.72155)  -0.26
C (-1.52526, -1.71738, -3.03591)  -0.58
C (-2.29727, -2.86680, -3.06828)  -0.60
S (0.71600, -0.40376, -2.07599)  1.94
O (2.12056, -0.73430, -2.20368)  -0.77
O (0.33706, 0.83948, -2.68718)  -0.76
O (0.19410, -0.57007, -0.67876)  0.44
H (-2.12275, -6.10423, -2.10063)  0.35
H (-2.84242, -5.72911, -3.67277)  0.30
H (-3.55514, -5.07081, -2.19845)  0.34
H (0.07094, -5.15617, -2.31357)  0.32
H (1.44806, -3.07659, -2.25840)  0.50
H (-1.96064, -0.74525, -3.20036)  0.61
H (-3.35829, -2.78429, -3.25662)  0.36
Cl (-1.25692, 2.49589, 2.20273)  -0.34

Calculated values
* energy above the lowest of the compared OMol25 structures with the same formula, charge and spin: 139.7 kJ/mol
* maximum force: 3.11 eV/A
* net charge: -2
* E_HOMO (spin up / spin down): -0.961 / -1.001 eV
* gap between HOMO and LUMO (spin up / spin down): 4.96 / 5.00 eV



Q: Which total energy values were calculated for the entries above? A: -402870.9114; -206026.1710; -128058.0065, in eV.